{"formula": "C2H9NO2", "method": "ωB97M-V with the def2-TZVPD basis set", "symbols": ["O", "O", "N", "C", "C", "H", "H", "H", "H", "H", "H", "H", "H", "H"], "xyz": [[1.767, -1.133, 1.329], [-1.526, 3.088, -0.517], [0.838, -2.578, -0.339], [-1.771, 1.667, -0.634], [0.681, -1.254, 0.361], [2.151, -0.246, 1.302], [1.518, -3.162, 0.117], [-2.492, 1.525, -1.482], [-0.971, 3.415, -1.190], [-0.785, 1.088, -0.843], [0.678, -0.510, -0.394], [1.321, -2.276, -1.169], [-0.343, -1.161, 0.862], [-2.330, 1.262, 0.313]], "atomic_forces_ev_per_a": [[-0.9, 0.5, -0.8], [-1.3, -1.3, 2.0], [-0.5, 2.0, 0.0], [-0.1, -0.4, -0.1], [-0.3, -2.2, 1.6], [-0.2, -0.2, 0.0], [0.0, -0.1, 0.7], [0.7, -0.2, 0.6], [1.0, 0.2, -1.4], [-1.8, 0.8, 0.5], [0.4, 0.9, -0.6], [0.1, -0.5, -0.6], [1.5, -0.5, -0.3], [1.4, 1.0, -1.6]], "mulliken_charge": [-0.54, -0.51, -0.63, -0.14, 0.16, 0.30, 0.26, 0.26, 0.28, -0.06, 0.01, 0.25, 0.16, 0.19], "orbital_gap_ha": 0.3916, "de_lowest_kcal_mol": 28.5, "smiles": "NCO.CO", "energy_ha": -286.77296}

{"formula": "C65H140F6N8O4S2", "method": "ωB97M-V with the def2-TZVPD basis set", "symbols": ["S", "S", "F", "F", "F", "F", "F", "F", "O", "O", "O", "O", "N", "N", "N", "N", "N", "N", "N", "N", "C", "C", "C", "C", "C", "C", "C", "C", "C", "C", "C", "C", "C", "C", "C", "C", "C", "C", "C", "C", "C", "C", "C", "C", "C", "C", "C", "C", "C", "C", "C", "C", "C", "C", "C", "C", "C", "C", "C", "C", "C", "C", "C", "C", "C", "C", "C", "C", "C", "C", "C", "C", "C", "C", "C", "C", "C", "C", "C", "C", "C", "C", "C", "C", "C", "H", "H", "H", "H", "H", "H", "H", "H", "H", "H", "H", "H", "H", "H", "H", "H", "H", "H", "H", "H", "H", "H", "H", "H", "H", "H", "H", "H", "H", "H", "H", "H", "H", "H", "H", "H", "H", "H", "H", "H", "H", "H", "H", "H", "H", "H", "H", "H", "H", "H", "H", "H", "H", "H", "H", "H", "H", "H", "H", "H", "H", "H", "H", "H", "H", "H", "H", "H", "H", "H", "H", "H", "H", "H", "H", "H", "H", "H", "H", "H", "H", "H", "H", "H", "H", "H", "H", "H", "H", "H", "H", "H", "H", "H", "H", "H", "H", "H", "H", "H", "H", "H", "H", "H", "H", "H", "H", "H", "H", "H", "H", "H", "H", "H", "H", "H", "H", "H", "H", "H", "H", "H", "H", "H", "H", "H", "H", "H", "H", "H", "H", "H", "H", "H", "H", "H", "H", "H", "H", "H"], "xyz": [[-6.932, 1.887, 2.364], [-7.537, 0.652, 4.521], [-9.820, -0.524, 3.677], [-9.130, -1.135, 5.568], [-6.802, 3.499, 0.113], [-8.809, 3.215, 1.066], [-10.029, 0.890, 5.385], [-7.480, 4.478, 1.863], [-7.080, 1.233, 5.791], [-5.553, 2.222, 2.789], [-6.734, -0.392, 3.936], [-7.071, 0.735, 1.479], [-20.620, -7.542, 2.379], [-5.171, 10.092, 5.950], [-7.956, 1.928, 3.463], [-0.350, 8.035, -4.334], [-5.537, -3.406, 12.494], [-6.777, -4.654, -3.687], [-13.929, 6.282, 4.940], [1.204, -1.155, 4.567], [2.674, -0.690, 4.849], [-20.485, -8.809, 3.304], [0.182, -0.131, 5.109], [-12.822, 7.093, 4.158], [-1.442, 9.968, -2.985], [-3.570, -4.474, 11.413], [-4.751, 7.329, 7.003], [-0.179, -3.323, 4.918], [-6.570, 10.864, 3.940], [-15.223, 7.099, 4.859], [-6.712, 10.707, 2.369], [-21.793, -10.275, 1.551], [-5.882, -5.143, -2.459], [-9.279, -0.118, 4.834], [-0.848, 6.795, -3.476], [-21.806, -6.761, 2.990], [-4.714, -3.504, 11.175], [-8.626, -2.892, -4.365], [1.797, 0.454, 6.940], [-5.264, 10.135, 4.408], [-20.817, -7.892, 0.869], [-18.925, -6.080, 4.016], [-6.411, -2.120, 12.248], [-21.941, -8.946, 0.747], [-0.079, -4.820, 5.079], [-6.469, -3.001, -5.635], [-5.746, -3.809, -4.455], [-7.285, -1.780, 13.447], [-4.682, -3.243, 13.758], [-5.393, 11.497, 6.572], [-14.714, 5.327, 7.283], [-1.374, 8.374, -5.523], [-8.636, -1.227, 12.961], [-7.504, 3.359, 1.261], [-5.545, -5.993, -0.076], [-6.400, -4.795, 12.499], [-21.545, -9.894, 3.030], [0.364, 0.002, 6.600], [-17.427, -5.805, 4.245], [-6.318, 9.234, 6.642], [-6.538, -5.848, -1.285], [-3.536, 8.108, 6.323], [-3.745, 9.633, 6.539], [-14.403, 5.207, 8.789], [-7.599, -2.031, -5.129], [-0.834, 5.435, -4.171], [-14.055, 4.974, 4.155], [0.941, 7.737, -5.093], [-19.262, -6.755, 2.568], [-2.723, 8.813, -4.903], [1.062, -1.105, 3.019], [-14.536, 8.502, 2.896], [-1.627, 4.359, -3.531], [1.168, -2.644, 5.178], [-13.256, 7.739, 2.791], [-2.624, 10.042, -4.035], [-6.089, 7.715, 6.454], [-8.037, -3.800, -3.177], [2.947, -0.277, 6.286], [-15.490, 7.531, 3.446], [-0.206, 9.343, -3.504], [-13.612, 6.043, 6.450], [-7.259, -5.891, -4.353], [-2.617, -4.200, 12.643], [-3.447, -4.262, 13.866], [-18.442, -7.423, 2.304], [-9.425, -2.309, -3.908], [-7.369, -2.703, 14.020], [-5.339, 11.448, 7.660], [3.874, 0.264, 6.475], [-6.860, 7.197, 7.024], [0.012, 6.858, -2.809], [0.169, 5.013, -4.238], [-19.496, -9.222, 3.102], [-7.615, -3.192, -2.377], [-2.697, 4.386, -3.738], [-14.438, 9.383, 3.530], [-6.154, 7.408, 5.411], [-5.417, -3.492, 14.524], [-3.843, -5.523, 11.527], [1.843, 0.536, 8.025], [-8.776, -4.514, -2.812], [-16.484, 7.976, 3.449], [-14.596, 8.889, 1.879], [-7.467, -5.355, -0.998], [-1.815, -4.932, 12.736], [-6.920, -4.851, 11.543], [-6.711, -1.093, 14.070], [-8.068, -1.410, -5.892], [-1.454, 4.147, -2.476], [-12.396, 7.686, 4.967], [-7.394, 10.543, 4.577], [-4.843, 7.464, 8.080], [-5.347, -3.788, 10.334], [-13.352, 5.179, 9.077], [1.917, 1.512, 6.708], [-3.469, 7.833, 5.270], [0.313, 0.827, 4.606], [-19.937, -8.389, 0.462], [-4.533, 6.293, 6.743], [-21.383, -6.377, 3.918], [-13.146, 7.056, 1.948], [-15.704, 5.776, 7.198], [-14.982, 4.406, 9.248], [-9.074, -3.517, -5.137], [3.054, 0.140, 4.253], [-22.706, -7.376, 2.964], [1.307, -2.548, 6.255], [-0.282, 0.805, 6.955], [-1.789, 7.161, -3.066], [-4.398, -2.191, 13.788], [-21.109, -6.934, 0.438], [-3.253, 8.080, -4.297], [-2.967, -4.623, 10.518], [-9.337, -1.935, 12.520], [-2.888, 10.061, 6.019], [-15.032, 7.924, 5.546], [-14.762, 6.178, 9.131], [-3.608, 10.255, -3.616], [1.289, -0.094, 2.680], [-5.799, -2.381, -6.230], [-22.876, -8.397, 0.865], [-3.344, 8.994, -5.780], [-5.810, -5.697, 12.659], [-20.471, -8.352, 4.294], [-1.982, 9.428, -2.207], [-16.909, -6.656, 3.802], [-5.099, -5.723, -2.948], [-0.891, -2.932, 5.645], [-1.253, 5.541, -5.172], [-16.061, 6.524, 5.254], [-6.993, -1.363, -4.517], [-5.453, -5.057, 0.475], [-7.548, 11.317, 2.029], [-5.913, 11.207, 1.823], [3.024, -1.209, 6.847], [-13.149, 4.513, 4.549], [0.014, -1.301, 2.791], [-4.857, -4.416, -4.629], [-19.349, -6.674, 4.825], [-19.467, -6.046, 1.765], [1.703, 7.741, -4.314], [-5.313, -4.269, -2.142], [-4.372, 10.702, 4.139], [-4.577, -6.246, -0.509], [-0.936, -5.208, 5.631], [-6.983, -2.446, 11.380], [-19.425, -5.130, 4.204], [-12.725, 5.410, 6.455], [-7.938, -5.604, -5.156], [-14.146, 5.174, 3.088], [-13.604, 7.052, 6.862], [-15.669, 6.639, 2.845], [-1.292, 10.909, -2.456], [-4.269, -2.515, 11.068], [-14.657, 4.286, 6.967], [2.063, -3.145, 4.811], [-8.642, -0.296, 12.394], [-5.079, 9.115, 4.071], [-12.487, 8.469, 2.538], [-3.942, -5.233, 13.869], [-2.040, -3.276, 12.676], [-6.768, 9.674, 2.024], [1.644, -1.868, 2.503], [-21.126, -10.716, 3.610], [-7.070, -4.663, 13.349], [-6.395, 11.732, 6.216], [3.316, -1.520, 4.553], [-9.067, -0.990, 13.934], [-2.348, 10.751, -4.815], [-22.666, -10.921, 1.464], [-5.778, -1.260, 12.027], [-6.908, -3.740, -6.306], [0.164, -0.835, 7.268], [-1.281, 3.343, -3.725], [-14.850, 4.408, 4.640], [-21.951, -5.932, 2.298], [-1.407, 7.456, -6.110], [1.152, 8.556, -5.780], [-0.515, -3.143, 3.897], [-22.492, -9.716, 3.539], [-11.984, 6.409, 4.018], [-7.348, 9.428, 6.340], [0.143, 10.056, -4.251], [-1.031, 9.179, -6.171], [-6.270, 9.557, 7.682], [-20.987, -10.936, 1.232], [0.861, -5.142, 5.525], [0.547, 9.313, -2.717], [-6.848, -6.853, -1.572], [0.774, 6.766, -5.560], [-17.092, -5.691, 5.276], [-5.845, -6.666, 0.728], [-17.045, -4.954, 3.680], [-6.516, -6.562, -4.784], [-2.529, 7.838, 6.639], [-2.822, -4.137, 14.750], [-7.712, -6.549, -3.611], [-21.979, -9.158, -0.321], [-6.390, 11.907, 4.201], [-5.546, -3.080, -3.670], [-4.544, 11.975, 6.082], [-3.725, 9.868, 7.604], [-0.094, -5.497, 4.224], [-0.794, -0.459, 4.750]], "atomic_forces_ev_per_a": [[4.1, -0.2, -4.1], [-0.1, 2.0, 0.9], [-0.1, 0.5, 0.4], [-0.2, -1.8, 2.3], [-0.6, -0.7, 0.4], [-1.0, -1.3, -1.6], [0.2, -1.5, -0.3], [1.6, 3.4, 2.1], [-1.1, -1.0, -1.5], [-1.8, -0.1, -0.7], [-0.7, 0.2, 0.5], [0.2, 1.2, 0.1], [1.0, -1.3, 1.8], [-0.6, -0.3, 2.4], [-1.4, -1.9, 3.7], [-1.3, 0.9, -2.2], [0.2, -1.1, -2.1], [0.7, -0.8, 1.9], [-1.0, 0.2, -1.3], [2.0, 0.5, -1.1], [0.5, 0.5, 0.1], [-0.4, 0.6, -1.8], [0.2, -1.5, 0.2], [0.2, -0.8, 1.0], [-4.0, -0.7, 0.4], [2.0, -0.9, 0.0], [2.0, -0.4, -0.8], [0.6, 0.1, -0.7], [1.9, -0.6, -0.9], [1.0, -0.1, 0.2], [-0.3, 0.8, 1.1], [0.5, 1.3, 0.8], [0.0, 0.7, -0.6], [1.1, 3.5, -2.5], [1.8, 1.7, -0.6], [1.7, 0.2, -1.9], [1.3, -0.2, 2.1], [0.7, -0.4, 0.9], [-0.4, 1.8, 0.1], [0.0, 0.5, 1.3], [-0.8, -1.1, 2.1], [-0.8, 0.2, -0.5], [-0.1, -1.8, 0.7], [-0.1, 0.1, -1.0], [0.1, -1.7, 0.5], [-0.3, -0.6, 0.0], [-2.6, 1.9, -0.2], [0.5, -0.5, -1.5], [0.4, -1.2, -0.1], [0.4, -1.7, -1.9], [1.2, -1.6, -0.7], [-0.6, -0.6, 2.4], [-0.3, 0.1, 2.1], [-0.2, -2.1, 0.2], [-0.4, 1.0, -0.7], [0.3, 2.3, 0.8], [0.1, -0.2, 0.9], [0.7, 0.9, 0.6], [0.2, -0.9, -1.2], [1.1, -1.1, -0.5], [-0.2, -0.7, 0.5], [-1.9, 0.5, 0.9], [-0.7, -1.9, -1.4], [-0.2, 1.9, -0.3], [1.5, -1.4, 1.2], [0.2, 0.4, -0.8], [0.4, 0.5, 2.6], [-0.6, 0.2, 1.7], [-1.3, 1.0, 0.7], [0.0, -1.2, -0.2], [-0.8, -0.5, 1.0], [1.6, 0.0, -0.9], [-0.9, -1.8, 1.6], [-1.0, 1.5, -0.4], [2.3, 0.5, 1.8], [1.9, 0.9, -1.2], [0.2, 1.1, 0.0], [1.3, 0.5, -2.3], [-1.0, -1.9, 1.4], [-3.1, 0.1, 0.0], [0.6, 0.1, -1.1], [-1.3, 0.2, -0.5], [-0.4, -0.3, -0.5], [-0.1, 0.2, -1.0], [-2.2, 0.6, -0.2], [-0.3, -0.1, -0.1], [0.0, 0.0, 0.0], [-0.7, 0.2, 0.2], [0.2, 0.0, -0.3], [0.0, -0.1, -0.6], [-0.1, 0.0, -0.2], [-0.6, -0.5, 1.0], [0.2, 0.6, -0.2], [0.0, 0.1, -0.1], [-0.2, 0.0, 0.0], [0.1, 0.1, 0.2], [0.1, -0.1, 0.2], [-0.3, 0.2, -0.1], [0.4, 0.4, 0.4], [-0.8, 0.0, 0.3], [0.5, -0.7, 0.1], [0.2, 0.1, 0.0], [-0.2, 0.1, 0.2], [-1.4, -0.1, 0.0], [0.1, 0.2, 0.2], [-0.3, -0.4, -0.4], [0.0, 0.2, 0.2], [-0.4, 0.2, 0.1], [0.1, -0.4, -0.2], [-0.3, 1.4, 0.7], [-0.4, 1.1, -0.5], [-0.3, -0.2, -0.7], [0.8, -0.1, 0.1], [-0.1, 0.2, 0.3], [0.0, -0.4, -0.3], [-0.3, 0.3, -0.5], [-0.5, 0.3, -0.3], [0.6, -0.1, 0.0], [0.5, 0.8, 0.3], [-0.3, -0.2, 0.5], [-0.9, -0.3, 0.2], [-0.7, -0.4, 0.3], [0.1, -0.3, -0.3], [0.2, 0.1, -0.1], [-0.2, -0.3, 0.2], [-1.1, 0.1, -0.7], [0.3, 0.0, 0.6], [0.1, 0.3, -0.1], [-0.2, -0.1, -0.1], [0.2, -0.5, 0.2], [0.1, -0.1, 0.1], [0.3, -0.3, -0.4], [0.3, -0.8, -0.4], [0.1, 0.8, -0.3], [0.5, -0.2, -0.2], [-0.6, 1.1, -0.1], [-0.2, 0.3, -0.2], [0.0, -0.2, 0.9], [0.3, 0.3, 0.2], [0.2, -0.2, 0.2], [0.5, -0.4, 0.2], [-0.3, -0.5, 0.7], [-0.3, 0.2, 0.2], [0.4, 0.5, -0.1], [-0.3, -0.6, 0.1], [0.7, -0.8, 0.5], [0.4, -0.1, 0.3], [-0.3, -0.5, 0.0], [-0.1, 0.1, -0.3], [0.3, 0.0, -0.2], [0.3, -0.2, -0.1], [-0.6, 0.4, 0.6], [0.2, 0.3, -0.4], [-0.5, -0.5, 0.1], [0.5, -0.2, 0.4], [0.5, -0.2, 0.2], [0.2, -0.6, -1.2], [0.0, 0.0, 0.0], [-0.3, 0.1, -0.5], [0.4, -0.5, -0.1], [1.0, 0.6, 0.2], [0.3, -0.4, -0.3], [-0.5, 0.3, 0.3], [-0.1, 0.1, -0.3], [0.1, -0.3, 0.5], [0.3, 0.1, 0.5], [-0.2, 0.5, 0.0], [-0.4, 0.1, -0.7], [0.3, 0.7, 0.3], [-0.2, -0.2, 0.2], [0.2, -0.4, 0.4], [1.1, 0.0, -0.1], [0.4, 0.0, -0.3], [0.5, 0.2, -0.6], [-0.2, 0.0, -0.4], [-0.8, -0.1, -0.6], [-0.3, 0.0, -0.5], [0.5, -0.2, -0.1], [-0.5, 0.0, -0.1], [0.5, 0.0, 0.3], [0.3, -0.3, 0.5], [-0.3, 0.5, -0.7], [-0.2, 0.1, 0.2], [0.3, 0.2, 0.4], [-0.1, -0.4, -0.2], [-0.2, -0.2, -0.3], [0.4, 0.8, 0.3], [-0.2, -0.1, 0.1], [-0.7, 0.4, -0.2], [-0.3, 1.1, 0.5], [-0.2, 0.4, 0.1], [0.4, -0.5, -0.3], [0.1, 0.0, -0.3], [-0.4, -0.5, -0.7], [0.1, 0.0, -1.6], [-0.4, 0.1, -0.7], [-0.2, 0.2, 0.2], [-0.3, 0.1, 0.1], [-0.2, -0.3, -0.1], [-0.2, 0.4, 0.1], [0.0, 0.5, -0.1], [-0.3, -0.5, -0.3], [0.4, 0.8, -0.7], [0.5, -0.1, -0.1], [0.6, 0.0, 0.4], [0.2, -0.4, 0.1], [0.3, 0.5, -0.5], [-0.1, 0.1, 0.7], [0.2, -0.8, -0.2], [0.1, -0.1, -0.1], [0.5, 0.3, -0.1], [-0.5, -0.1, 0.0], [-0.1, -0.5, -0.6], [-0.3, 0.2, 0.0], [0.7, 0.7, -0.1], [-0.2, 0.0, 0.8], [-0.6, 0.2, 0.2], [-0.5, 0.5, 0.0], [0.1, -0.2, -0.1], [-0.3, 0.1, -0.4], [0.6, 0.2, -0.3], [-0.5, 1.2, 0.5], [-0.2, 0.2, -0.2], [-0.1, 0.8, -0.8], [-0.1, -0.3, 0.4]], "mulliken_charge": [0.98, 0.97, -0.22, -0.18, -0.21, -0.24, -0.22, -0.23, -0.63, -0.67, -0.58, -0.64, -0.09, -0.14, -0.34, -0.13, -0.16, 0.06, 0.13, 0.03, -0.70, -0.61, -0.64, -0.72, -0.73, -0.76, -0.76, -0.11, -0.43, -0.57, -1.33, -0.65, -0.88, 0.62, -0.49, -0.96, -0.61, -0.79, -0.84, -0.69, -0.56, -0.42, -0.64, -0.80, -1.34, -0.91, -0.53, -0.23, -0.58, -1.09, -0.30, -0.67, -1.42, 0.59, -1.33, -0.87, -0.79, -0.54, -1.33, -0.65, -0.24, -0.66, -0.48, -1.37, -0.62, -0.22, -1.08, -0.97, -0.50, -0.62, -1.05, -0.54, -1.56, -0.82, -0.73, -0.70, -0.52, -0.55, -0.61, -0.94, -0.58, -0.61, -0.91, -0.73, -0.68, 0.38, 0.40, 0.21, 0.49, 0.43, 0.37, 0.35, 0.40, 0.46, 0.42, 0.34, 0.30, 0.26, 0.41, 0.31, 0.38, 0.41, 0.43, 0.35, 0.31, 0.40, 0.35, 0.40, 0.39, 0.38, 0.46, 0.34, 0.31, 0.49, 0.37, 0.37, 0.33, 0.46, 0.36, 0.38, 0.39, 0.39, 0.28, 0.35, 0.33, 0.43, 0.41, 0.40, 0.41, 0.44, 0.42, 0.46, 0.28, 0.45, 0.38, 0.34, 0.43, 0.37, 0.37, 0.43, 0.42, 0.37, 0.39, 0.40, 0.38, 0.34, 0.34, 0.54, 0.33, 0.20, 0.45, 0.29, 0.34, 0.39, 0.35, 0.30, 0.48, 0.47, 0.47, 0.40, 0.40, 0.39, 0.39, 0.47, 0.34, 0.33, 0.42, 0.39, 0.48, 0.41, 0.43, 0.33, 0.35, 0.44, 0.43, 0.28, 0.43, 0.35, 0.44, 0.37, 0.27, 0.33, 0.36, 0.36, 0.43, 0.41, 0.46, 0.43, 0.40, 0.33, 0.37, 0.42, 0.35, 0.26, 0.41, 0.33, 0.37, 0.50, 0.41, 0.21, 0.37, 0.50, 0.45, 0.38, 0.46, 0.45, 0.31, 0.37, 0.45, 0.36, 0.43, 0.36, 0.39, 0.33, 0.35, 0.44, 0.42, 0.38, 0.43, 0.37, 0.39, 0.42, 0.36, 0.36, 0.48], "orbital_gap_ha": 0.2934, "total_charge": 6, "de_lowest_kcal_mol": 44.0, "energy_ha": -4692.96196}